{
  "formula": "C43H56GeNO3P2S6Ti",
  "method": "wB97M-V/def2-TZVPD",
  "multiplicity": 2,
  "e_lumo_ev": [-6.209, -7.460],
  "s_squared": 0.77,
  "e_above_lowest_kcal_mol": 30.9,
  "homo_energy_ha": [-0.449, -0.449],
  "total_charge": 2,
  "gap_ev": [6.00, 4.75],
  "elements": ["Ti", "C", "C", "C", "C", "O", "Ge", "O", "C", "C", "C", "C", "O", "C", "C", "C", "C", "H", "H", "H", "H", "H", "H", "H", "H", "H", "H", "H", "H", "H", "H", "H", "H", "H", "H", "H", "H", "H", "H", "H", "H", "H", "H", "H", "S", "C", "S", "C", "C", "S", "S", "S", "C", "S", "C", "C", "C", "N", "P", "C", "C", "C", "C", "C", "C", "C", "C", "C", "C", "C", "C", "P", "C", "C", "C", "C", "C", "C", "C", "C", "C", "C", "C", "C", "H", "H", "H", "H", "H", "H", "H", "H", "H", "H", "H", "H", "H", "H", "H", "H", "H", "H", "H", "H", "H", "H", "H", "H", "H", "H", "H", "H", "H"],
  "positions_angstrom": [[0.049, 0.811, 1.150], [3.151, -1.030, 3.929], [3.079, -0.543, 2.481], [3.741, 0.808, 2.347], [3.753, -1.555, 1.580], [1.632, -0.436, 2.081], [0.421, -0.815, 3.498], [-1.197, -0.319, 1.701], [-2.548, -0.792, 2.192], [-2.510, -2.311, 2.225], [-2.790, -0.199, 3.561], [-3.603, -0.320, 1.218], [0.190, 0.980, 3.555], [0.157, 1.835, 4.771], [-0.138, 0.952, 5.976], [1.508, 2.503, 4.954], [-0.933, 2.871, 4.577], [4.191, -1.046, 4.258], [2.759, -2.044, 4.042], [2.631, -0.354, 4.625], [4.782, 0.728, 2.672], [3.251, 1.561, 2.959], [3.744, 1.135, 1.306], [4.710, -1.832, 2.028], [3.954, -1.143, 0.592], [3.155, -2.463, 1.477], [-1.757, -2.695, 2.910], [-2.323, -2.727, 1.233], [-3.479, -2.675, 2.569], [-2.084, -0.574, 4.298], [-3.789, -0.490, 3.882], [-2.733, 0.890, 3.539], [-4.577, -0.573, 1.637], [-3.581, 0.760, 1.082], [-3.514, -0.811, 0.253], [0.674, 0.242, 6.164], [-1.070, 0.402, 5.859], [-0.233, 1.570, 6.869], [2.305, 1.766, 5.058], [1.489, 3.100, 5.869], [1.747, 3.163, 4.120], [-1.928, 2.451, 4.728], [-0.880, 3.289, 3.572], [-0.797, 3.683, 5.292], [-0.522, 8.203, 1.275], [-0.398, 6.609, 1.227], [-1.762, 5.540, 0.991], [-0.895, 4.066, 1.062], [0.498, 4.169, 1.247], [1.500, 2.815, 1.340], [1.115, 5.752, 1.409], [-1.655, 2.582, 0.895], [-4.096, -3.981, -4.908], [-2.426, -3.468, -5.371], [-2.151, -2.194, -4.127], [-1.841, -2.739, -2.741], [-1.642, -1.655, -1.686], [-0.384, -0.830, -1.877], [0.783, -1.041, -0.614], [2.421, -0.605, -1.281], [3.279, -1.520, -1.896], [4.526, -1.120, -2.352], [4.952, 0.192, -2.181], [4.122, 1.107, -1.552], [2.873, 0.703, -1.110], [0.805, -2.824, -0.315], [0.640, -3.350, 0.965], [0.676, -4.722, 1.180], [0.879, -5.579, 0.108], [1.023, -5.067, -1.176], [0.981, -3.698, -1.391], [-0.677, 0.894, -1.771], [0.541, 1.645, -2.870], [0.782, 3.005, -2.693], [1.667, 3.668, -3.531], [2.312, 2.969, -4.545], [2.070, 1.610, -4.721], [1.186, 0.944, -3.885], [-2.238, 1.212, -2.636], [-3.379, 1.567, -1.913], [-4.581, 1.802, -2.565], [-4.645, 1.691, -3.947], [-3.507, 1.360, -4.674], [-2.304, 1.129, -4.027], [-4.444, -4.656, -5.688], [-4.764, -3.120, -4.875], [-4.121, -4.513, -3.958], [-3.021, -1.533, -4.104], [-1.307, -1.608, -4.501], [-0.973, -3.386, -2.806], [-2.669, -3.367, -2.397], [-1.656, -2.100, -0.692], [-2.497, -0.986, -1.743], [3.012, -2.559, -2.003], [5.174, -1.844, -2.830], [5.933, 0.493, -2.529], [4.440, 2.133, -1.408], [2.241, 1.445, -0.644], [0.477, -2.694, 1.802], [0.542, -5.120, 2.179], [0.913, -6.650, 0.270], [1.159, -5.736, -2.016], [1.060, -3.312, -2.400], [0.277, 3.552, -1.901], [1.850, 4.727, -3.400], [3.005, 3.484, -5.199], [2.573, 1.069, -5.513], [1.008, -0.120, -4.008], [-3.329, 1.676, -0.841], [-5.461, 2.079, -1.998], [-5.579, 1.877, -4.461], [-3.555, 1.287, -5.753], [-1.423, 0.892, -4.611]],
  "forces_ev_per_a": [[0.545, -0.426, -0.536], [-0.143, 0.049, 0.028], [-0.018, -0.023, -0.008], [0.030, 0.064, 0.003], [0.111, -0.136, -0.069], [-0.357, 0.355, -0.083], [0.030, -0.167, 0.477], [-0.594, -0.228, 0.092], [0.300, -0.129, -0.186], [0.029, 0.022, -0.059], [-0.030, 0.107, 0.039], [-0.042, 0.143, -0.059], [0.074, 0.449, 0.278], [-0.158, -0.224, -0.136], [0.020, -0.025, 0.031], [0.070, 0.033, -0.097], [-0.058, 0.089, -0.003], [0.003, -0.015, -0.035], [0.056, 0.002, -0.003], [0.058, -0.028, -0.057], [-0.046, -0.019, -0.038], [0.017, 0.003, 0.068], [0.018, -0.011, 0.075], [0.000, -0.004, -0.050], [-0.019, -0.059, 0.135], [0.034, 0.028, 0.029], [0.066, 0.018, 0.085], [-0.010, 0.028, 0.058], [-0.004, 0.012, -0.025], [-0.048, -0.061, 0.047], [0.005, 0.004, 0.052], [-0.015, -0.059, -0.063], [-0.008, -0.019, -0.054], [-0.001, -0.011, 0.079], [0.055, -0.015, -0.099], [0.005, 0.012, 0.002], [-0.033, 0.021, 0.012], [0.015, -0.006, -0.016], [-0.002, 0.012, 0.003], [0.006, -0.021, -0.045], [-0.016, -0.009, 0.014], [0.037, 0.017, -0.024], [0.034, 0.038, 0.046], [-0.050, -0.029, 0.012], [-0.026, 0.403, 0.010], [0.000, -0.228, -0.006], [-0.200, 0.114, -0.006], [0.500, 0.042, -0.031], [-0.493, -0.071, -0.055], [0.165, -0.061, -0.235], [0.218, 0.149, 0.021], [-0.249, -0.155, 0.443], [0.020, -0.024, -0.040], [-0.108, -0.043, 0.013], [0.052, 0.078, 0.007], [-0.002, 0.033, -0.012], [0.204, -0.045, -0.395], [-0.442, -0.040, 0.276], [0.213, 0.366, -0.245], [0.090, -0.105, -0.075], [-0.049, 0.030, -0.044], [0.024, 0.029, 0.013], [0.025, -0.012, -0.005], [-0.006, -0.083, -0.051], [-0.114, 0.027, -0.072], [-0.054, -0.014, 0.167], [0.005, -0.145, -0.174], [-0.002, 0.072, -0.040], [-0.004, -0.034, -0.026], [-0.007, -0.007, -0.026], [-0.009, -0.044, 0.056], [0.323, -0.303, 0.215], [-0.052, 0.072, 0.027], [0.087, 0.068, -0.035], [-0.020, -0.044, 0.006], [-0.011, -0.048, 0.023], [0.006, 0.015, 0.024], [0.011, -0.041, -0.017], [-0.080, 0.193, 0.279], [-0.055, -0.086, -0.090], [0.054, -0.006, -0.018], [0.011, -0.005, -0.020], [-0.002, 0.008, -0.027], [0.005, 0.068, -0.077], [0.008, -0.002, 0.011], [0.028, -0.012, -0.010], [0.028, 0.017, -0.006], [0.025, -0.008, 0.001], [-0.021, 0.013, 0.052], [-0.011, -0.063, 0.027], [-0.012, 0.027, -0.020], [0.129, -0.014, 0.072], [-0.062, 0.086, 0.051], [-0.058, -0.037, -0.012], [-0.010, 0.020, 0.021], [-0.042, -0.015, 0.004], [-0.014, -0.024, 0.002], [-0.055, 0.002, -0.001], [0.000, 0.045, 0.052], [0.016, 0.034, -0.048], [-0.003, 0.061, -0.016], [0.001, 0.017, 0.025], [0.074, -0.025, 0.036], [-0.004, -0.014, -0.015], [-0.001, -0.034, 0.002], [-0.035, -0.025, 0.023], [-0.017, 0.018, 0.027], [0.009, 0.076, 0.004], [-0.029, -0.044, -0.021], [0.037, -0.008, -0.018], [0.035, -0.010, 0.009], [-0.003, 0.004, 0.029], [-0.007, 0.010, 0.038]]
}



{
  "formula": "C43H57N3OS2W",
  "method": "wB97M-V/def2-TZVPD",
  "e_lumo_ev": -0.362,
  "e_above_lowest_kcal_mol": 22.4,
  "homo_energy_ha": -0.215,
  "gap_ev": 5.50,
  "elements": ["W", "S", "C", "N", "C", "C", "N", "C", "C", "C", "C", "C", "C", "C", "C", "S", "C", "C", "C", "C", "C", "C", "C", "H", "H", "H", "H", "H", "H", "H", "H", "H", "H", "H", "H", "H", "H", "H", "H", "H", "H", "C", "C", "C", "C", "H", "H", "H", "H", "H", "H", "H", "H", "H", "C", "O", "C", "C", "H", "H", "H", "H", "H", "H", "C", "C", "C", "C", "C", "C", "C", "C", "N", "C", "C", "C", "C", "C", "C", "C", "C", "C", "C", "H", "H", "H", "H", "H", "H", "H", "H", "H", "H", "H", "H", "H", "H", "H", "H", "H", "H", "H", "H", "H", "H", "H", "H"],
  "positions_angstrom": [[0.130, 0.140, 0.143], [0.151, -0.200, 2.668], [-0.913, -1.579, 2.878], [-1.066, -2.090, 4.151], [-1.902, -3.256, 4.339], [-3.079, -3.203, 3.372], [-2.595, -3.082, 2.017], [-2.805, -4.203, 1.123], [-2.083, -5.471, 1.532], [-2.775, -6.655, 1.747], [-2.105, -7.811, 2.128], [-0.731, -7.791, 2.302], [-0.030, -6.609, 2.093], [-0.701, -5.458, 1.712], [-1.572, -2.155, 1.827], [-1.276, -1.668, 0.155], [-0.589, -1.441, 5.360], [-1.698, -0.726, 6.098], [-2.111, -1.150, 7.354], [-3.152, -0.506, 8.014], [-3.788, 0.570, 7.417], [-3.379, 1.002, 6.161], [-2.342, 0.358, 5.507], [-2.261, -3.260, 5.371], [-1.332, -4.176, 4.167], [-3.719, -2.350, 3.626], [-3.667, -4.118, 3.454], [-2.488, -3.902, 0.123], [-3.879, -4.403, 1.072], [-3.851, -6.674, 1.615], [-2.659, -8.726, 2.291], [-0.206, -8.689, 2.600], [1.044, -6.588, 2.225], [-0.155, -4.534, 1.555], [0.207, -0.752, 5.095], [-0.157, -2.207, 6.012], [-1.613, -1.991, 7.824], [-3.464, -0.848, 8.992], [-4.598, 1.073, 7.927], [-3.867, 1.847, 5.693], [-2.011, 0.698, 4.533], [-2.821, 3.339, 1.546], [-1.595, 2.447, 1.739], [-0.467, 3.235, 2.390], [-1.175, 1.846, 0.394], [-3.147, 3.768, 2.496], [-3.655, 2.777, 1.122], [-2.596, 4.167, 0.867], [-1.873, 1.631, 2.407], [-0.218, 4.108, 1.781], [0.434, 2.629, 2.498], [-0.756, 3.593, 3.381], [-0.965, 2.665, -0.307], [-2.051, 1.346, -0.054], [-1.930, 0.611, -3.573], [-1.595, 0.439, -2.197], [-0.316, 0.420, -1.771], [0.728, 0.663, -2.829], [-1.468, -0.155, -4.197], [-1.646, 1.599, -3.936], [-3.011, 0.509, -3.625], [0.513, 1.608, -3.339], [0.736, -0.131, -3.581], [1.718, 0.737, -2.386], [1.842, 4.689, -0.147], [2.678, 3.463, 0.092], [4.040, 3.586, 0.357], [4.800, 2.453, 0.592], [6.270, 2.561, 0.904], [4.220, 1.187, 0.522], [2.872, 1.017, 0.204], [2.124, 2.197, 0.045], [2.136, -0.170, 0.042], [2.693, -1.543, -0.196], [4.227, -1.651, -0.227], [4.676, -3.083, -0.550], [4.170, -4.030, 0.538], [2.646, -3.948, 0.586], [2.069, -4.377, -0.766], [2.605, -3.455, -1.865], [4.130, -3.523, -1.907], [2.179, -2.016, -1.571], [2.211, -2.513, 0.895], [2.316, 5.343, -0.880], [1.724, 5.261, 0.775], [0.848, 4.432, -0.511], [4.501, 4.566, 0.387], [6.552, 3.590, 1.123], [6.872, 2.221, 0.059], [6.534, 1.945, 1.764], [4.864, 0.356, 0.731], [1.057, 2.182, -0.197], [4.632, -1.397, 0.751], [4.643, -0.963, -0.969], [5.770, -3.097, -0.570], [4.592, -3.748, 1.507], [4.491, -5.054, 0.326], [2.268, -4.603, 1.378], [0.976, -4.326, -0.745], [2.342, -5.416, -0.978], [2.191, -3.756, -2.832], [4.513, -2.871, -2.698], [4.464, -4.540, -2.132], [1.089, -1.940, -1.589], [2.569, -1.344, -2.343], [2.602, -2.183, 1.862], [1.126, -2.479, 0.972]],
  "forces_ev_per_a": [[1.813, -0.479, 1.631], [-0.343, 0.029, -0.779], [-0.060, -0.337, -0.672], [0.091, -0.112, 0.645], [0.053, 0.095, 0.012], [0.095, -0.024, -0.133], [-0.730, -0.252, -0.131], [0.120, -0.075, 0.173], [-0.011, 0.048, -0.053], [0.010, 0.007, 0.002], [-0.002, -0.007, 0.016], [0.005, 0.004, -0.002], [-0.001, 0.013, -0.009], [0.044, -0.029, -0.021], [0.638, 0.514, 0.192], [0.059, 0.333, 0.026], [-0.170, -0.107, -0.143], [0.068, 0.016, 0.066], [-0.013, 0.022, -0.007], [0.002, -0.002, 0.000], [-0.011, 0.000, 0.017], [0.007, 0.001, -0.020], [0.003, 0.020, 0.039], [-0.003, -0.015, -0.016], [-0.023, -0.052, -0.010], [0.024, 0.016, 0.032], [-0.040, 0.014, 0.013], [-0.033, -0.041, 0.013], [0.016, -0.026, -0.039], [-0.015, 0.004, -0.002], [-0.007, -0.018, 0.004], [0.008, -0.014, 0.004], [0.029, 0.000, 0.010], [0.009, 0.018, 0.009], [0.021, 0.054, 0.017], [0.035, 0.030, 0.012], [0.009, -0.013, 0.001], [-0.010, -0.004, 0.018], [-0.014, 0.007, 0.008], [-0.011, 0.009, -0.003], [-0.010, 0.005, -0.082], [0.013, 0.003, 0.039], [-0.008, 0.015, -0.036], [-0.001, -0.016, -0.015], [-0.325, 0.021, 0.022], [-0.017, 0.010, 0.002], [-0.020, -0.011, -0.001], [0.016, 0.019, -0.014], [-0.012, -0.046, 0.006], [0.024, 0.038, -0.022], [0.015, -0.004, 0.028], [0.006, -0.009, -0.003], [0.064, -0.009, 0.006], [-0.034, 0.107, 0.063], [-0.006, -0.008, -0.096], [0.275, 0.116, 0.015], [-0.708, 0.087, -0.625], [0.011, -0.084, 0.004], [-0.003, 0.010, 0.034], [0.010, 0.005, 0.025], [0.026, 0.002, 0.024], [-0.024, -0.024, 0.020], [0.010, 0.007, -0.013], [-0.050, 0.000, -0.032], [-0.024, -0.001, 0.017], [0.038, -0.019, 0.122], [0.024, -0.109, 0.026], [-0.010, 0.117, 0.007], [-0.010, 0.012, -0.013], [-0.046, -0.067, 0.087], [0.126, 0.327, -0.034], [-0.017, 0.262, -0.237], [-1.055, 0.025, -0.216], [0.073, -0.165, -0.006], [-0.003, 0.004, -0.108], [0.027, -0.017, -0.008], [0.004, 0.013, -0.003], [-0.019, -0.025, 0.043], [-0.020, 0.002, -0.003], [-0.003, -0.016, -0.013], [-0.006, 0.015, -0.004], [0.084, -0.055, 0.012], [-0.015, 0.036, 0.035], [0.004, -0.005, -0.002], [-0.010, 0.008, -0.002], [-0.014, 0.001, 0.008], [0.005, 0.024, 0.002], [0.003, 0.008, 0.000], [0.006, -0.003, -0.004], [-0.003, -0.007, 0.010], [-0.012, 0.032, 0.026], [0.080, -0.142, -0.140], [0.009, -0.065, 0.015], [0.004, -0.001, 0.031], [-0.011, 0.014, -0.002], [0.005, -0.003, 0.010], [0.006, -0.005, -0.003], [-0.002, 0.017, -0.039], [-0.024, -0.006, 0.032], [0.001, -0.003, -0.007], [0.002, -0.001, 0.009], [0.011, 0.004, -0.012], [-0.006, -0.010, -0.002], [-0.027, -0.042, 0.008], [0.017, -0.048, 0.037], [0.008, 0.004, 0.013], [-0.116, 0.012, 0.038]]
}